Entry 1:
{
  "formula": "C32H43AsN8S3Zr",
  "method": "wB97M-V/def2-TZVPD",
  "energy_ha": -5160.3899,
  "total_charge": 2,
  "multiplicity": 1,
  "orbital_gap_ev": 7.81,
  "e_homo_ev": -12.971,
  "relative_energy_ev": 0.000,
  "e_lumo_ha": -0.1898,
  "symbols": ["Zr", "N", "C", "C", "N", "C", "C", "N", "C", "C", "N", "H", "H", "H", "H", "H", "H", "H", "H", "H", "H", "H", "H", "H", "H", "H", "H", "H", "H", "S", "C", "C", "C", "C", "C", "C", "As", "C", "C", "C", "C", "C", "C", "C", "C", "C", "C", "C", "C", "H", "H", "H", "H", "H", "H", "H", "H", "H", "H", "H", "H", "H", "H", "S", "C", "N", "C", "C", "N", "H", "H", "H", "H", "H", "H", "C", "C", "C", "C", "N", "C", "S", "N", "H", "H", "H", "H", "H"],
  "positions_angstrom": [[1.16203, 1.07160, 0.43033], [0.16677, 2.93641, -0.68812], [-0.10474, 4.15850, 0.09299], [-0.62196, 3.71925, 1.44398], [0.23933, 2.69277, 2.10316], [-0.60317, 1.94002, 3.07472], [-1.56650, 1.01556, 2.36688], [-0.84856, 0.17117, 1.36951], [1.34411, 3.34126, 2.86513], [2.50237, 3.74897, 1.98365], [2.90065, 2.59599, 1.13973], [-0.73206, 2.59192, -1.03428], [0.72116, 3.13366, -1.51583], [0.79975, 4.75507, 0.14180], [-0.86032, 4.77217, -0.40037], [-0.75831, 4.56969, 2.11810], [-1.60040, 3.27175, 1.27823], [0.07365, 1.36533, 3.70306], [-1.15178, 2.64049, 3.71301], [-2.07075, 0.38443, 3.09940], [-2.33962, 1.54897, 1.81802], [-0.52440, -0.67826, 1.83217], [-1.53573, -0.12795, 0.67714], [0.95724, 4.20438, 3.41476], [1.69132, 2.61491, 3.59820], [2.25551, 4.58188, 1.33427], [3.33685, 4.07541, 2.60543], [3.47295, 2.91054, 0.36266], [3.50876, 1.98923, 1.68721], [2.24427, 0.14339, 2.53938], [1.68440, -1.48935, 2.96364], [1.72189, -1.87977, 4.30176], [1.33164, -3.16122, 4.65245], [0.91062, -4.06625, 3.68231], [0.88160, -3.68559, 2.35153], [1.25770, -2.39357, 1.99353], [1.43857, -1.77440, 0.17753], [3.07835, -2.62652, -0.37256], [3.05123, -3.95441, -0.79416], [4.24030, -4.61110, -1.07527], [5.45219, -3.94967, -0.92905], [5.47524, -2.63390, -0.49222], [4.29107, -1.96921, -0.21159], [0.03936, -2.68791, -0.78952], [-1.20979, -2.88573, -0.20235], [-2.24166, -3.46141, -0.93171], [-2.03098, -3.85282, -2.24606], [-0.78856, -3.66070, -2.83346], [0.24007, -3.07105, -2.11282], [2.06582, -1.18876, 5.06034], [1.36247, -3.46282, 5.69116], [0.61624, -5.06670, 3.96917], [0.57016, -4.39809, 1.59707], [2.12098, -4.49633, -0.89784], [4.21719, -5.64191, -1.40304], [6.37869, -4.46187, -1.15150], [6.41965, -2.12036, -0.36991], [4.32141, -0.94413, 0.12947], [-1.38238, -2.63575, 0.83853], [-3.20299, -3.62674, -0.46286], [-2.82970, -4.32088, -2.80618], [-0.61772, -3.97751, -3.85443], [1.20373, -2.92237, -2.58794], [-2.97649, 1.67571, -0.77864], [-4.55922, 2.27722, -0.61155], [-4.92511, 3.56101, -0.63610], [-6.37998, 3.73088, -0.62119], [-6.88272, 2.28292, -0.41323], [-5.63952, 1.51463, -0.45885], [-4.27478, 4.26599, -0.93207], [-6.72856, 4.15659, -1.56095], [-6.68613, 4.38389, 0.19301], [-7.56098, 1.96615, -1.20314], [-7.38148, 2.16185, 0.54683], [-5.56546, 0.51346, -0.43242], [0.96231, -0.56403, -5.86380], [0.75674, -0.21406, -4.42796], [-0.51298, -0.28773, -3.84245], [-0.62737, 0.01767, -2.50753], [0.43962, 0.44321, -1.81224], [1.62177, 0.48513, -2.45541], [2.91474, 1.06280, -1.42075], [1.82543, 0.15508, -3.71580], [0.34244, 0.07070, -6.49913], [0.65442, -1.59575, -6.04567], [2.00515, -0.44953, -6.14314], [-1.37512, -0.60564, -4.41091], [-1.57194, -0.06784, -1.98525]],
  "forces_ev_per_a": [[0.229, 0.080, -0.134], [-0.060, -0.036, 0.092], [0.057, -0.064, -0.147], [0.049, -0.012, 0.157], [-0.081, 0.064, -0.089], [0.084, 0.076, -0.058], [0.001, -0.128, -0.021], [-0.085, 0.122, -0.161], [-0.160, -0.047, 0.050], [0.103, -0.029, -0.027], [-0.098, -0.009, 0.083], [-0.042, 0.008, -0.009], [0.073, 0.062, -0.031], [0.005, 0.012, 0.033], [-0.027, 0.020, 0.033], [0.008, 0.034, -0.028], [0.002, 0.014, -0.019], [-0.023, -0.046, 0.025], [-0.017, -0.020, 0.015], [0.011, 0.016, 0.046], [0.023, 0.036, 0.057], [0.041, -0.038, 0.051], [0.010, -0.028, -0.070], [0.026, 0.018, -0.002], [0.052, -0.004, -0.023], [0.003, 0.022, 0.008], [-0.031, 0.015, 0.044], [-0.042, 0.073, -0.087], [0.080, -0.004, -0.007], [0.020, -0.068, -0.028], [0.001, 0.021, 0.116], [-0.033, -0.006, -0.021], [-0.032, -0.079, -0.033], [0.013, 0.030, 0.087], [-0.022, 0.013, 0.043], [-0.027, -0.047, -0.069], [0.030, 0.151, 0.014], [-0.144, -0.166, -0.026], [0.155, -0.070, 0.036], [-0.004, 0.031, -0.004], [-0.030, -0.007, -0.005], [0.064, 0.015, -0.005], [0.012, 0.035, -0.026], [0.011, -0.085, 0.008], [-0.014, -0.021, -0.048], [-0.007, 0.018, 0.039], [-0.006, -0.008, -0.029], [-0.026, 0.004, 0.000], [0.014, 0.018, -0.046], [0.004, 0.021, -0.026], [0.004, 0.007, -0.005], [0.002, 0.000, -0.021], [0.008, 0.031, -0.040], [-0.056, 0.041, 0.017], [0.009, 0.005, -0.003], [-0.004, -0.001, 0.006], [-0.005, -0.002, 0.001], [-0.024, 0.021, 0.018], [0.036, -0.007, 0.016], [0.001, -0.007, -0.004], [0.006, 0.003, 0.001], [0.007, 0.005, 0.005], [0.002, 0.007, 0.033], [-0.292, 0.165, 0.017], [0.147, -0.190, -0.087], [0.084, -0.052, 0.004], [-0.060, 0.013, 0.003], [-0.037, 0.023, -0.013], [0.106, 0.040, 0.019], [-0.035, 0.080, 0.009], [0.005, -0.016, -0.007], [0.015, 0.019, -0.013], [-0.009, 0.003, 0.014], [0.014, -0.018, 0.004], [-0.087, -0.012, 0.008], [0.007, -0.045, -0.025], [-0.046, -0.019, -0.038], [0.000, 0.017, 0.114], [0.112, -0.005, -0.246], [-0.133, -0.264, 0.465], [0.118, 0.169, 0.241], [-0.050, -0.090, -0.246], [-0.075, 0.044, -0.026], [0.009, 0.002, 0.004], [-0.006, 0.007, -0.001], [0.009, 0.024, 0.024], [0.010, -0.004, -0.005], [0.039, 0.000, -0.005]]
}

Entry 2:
{
  "formula": "C2H7NS2",
  "method": "wB97M-V/def2-TZVPD",
  "energy_ha": -931.4347,
  "multiplicity": 1,
  "orbital_gap_ev": 8.47,
  "e_homo_ev": -8.104,
  "smiles": "C=CN.SS",
  "relative_energy_ev": 2.420,
  "e_lumo_ha": 0.0135,
  "symbols": ["C", "C", "N", "H", "H", "H", "H", "H", "S", "S", "H", "H"],
  "positions_angstrom": [[1.60716, -0.74139, -1.06975], [1.13090, 0.55499, -1.42954], [0.40576, 1.17441, -0.46502], [0.87401, -1.14242, -0.21240], [2.00024, -1.36960, -1.90124], [1.54694, 0.99509, -2.36836], [0.78907, 1.16965, 0.48119], [0.26516, 2.07955, -0.76156], [-2.50926, 0.08784, 2.34804], [-1.79070, -1.71588, 1.71081], [-1.56467, 0.66080, 2.91615], [-2.75461, -1.75304, 0.75169]],
  "forces_ev_per_a": [[-3.686, 2.053, -0.981], [3.731, -5.618, 0.731], [-0.353, 0.497, 0.620], [2.341, 0.262, -1.823], [-0.029, 0.324, 1.217], [-0.995, 0.194, 0.906], [-0.178, -0.317, -0.594], [-0.857, 2.593, -0.077], [-3.701, -0.392, -1.046], [0.120, -0.595, -0.408], [3.046, 1.019, 1.232], [0.560, -0.020, 0.222]]
}

Entry 3:
{
  "formula": "C19H24CsN4O5PS6",
  "method": "wB97M-V/def2-TZVPD",
  "energy_ha": -4084.4107,
  "total_charge": -2,
  "multiplicity": 1,
  "orbital_gap_ev": 3.74,
  "e_homo_ev": -0.194,
  "relative_energy_ev": 0.525,
  "e_lumo_ha": 0.1302,
  "symbols": ["Cs", "N", "C", "C", "C", "C", "C", "C", "S", "O", "O", "N", "C", "N", "C", "C", "C", "N", "H", "H", "H", "H", "H", "H", "H", "H", "H", "S", "C", "S", "C", "C", "S", "S", "S", "C", "C", "O", "P", "O", "C", "C", "O", "C", "C", "H", "H", "H", "H", "H", "H", "H", "H", "H", "H", "H", "H", "H", "H", "H"],
  "positions_angstrom": [[-1.07672, 2.43385, -0.75364], [6.80230, -0.56865, 2.92602], [5.84073, 0.05578, 2.11965], [5.65087, 1.43687, 2.18371], [4.63695, 2.03950, 1.45910], [3.81803, 1.26703, 0.65735], [4.01702, -0.09789, 0.55654], [5.02362, -0.70736, 1.28762], [2.45713, 1.97841, -0.26473], [2.57095, 3.41443, -0.17619], [2.57462, 1.41974, -1.59786], [1.07935, 1.41898, 0.33018], [0.80106, 1.55919, 1.63411], [1.75533, 1.95539, 2.51538], [1.39903, 2.09438, 3.77804], [0.11261, 1.85930, 4.23702], [-0.78455, 1.41494, 3.27512], [-0.46519, 1.24517, 2.00621], [7.56853, 0.01699, 3.21244], [7.10224, -1.47087, 2.59804], [6.30200, 2.02982, 2.81759], [4.45453, 3.10475, 1.50953], [3.37244, -0.65979, -0.10517], [5.18236, -1.77864, 1.21940], [2.19477, 2.39760, 4.45616], [-0.17292, 2.00955, 5.26781], [-1.80954, 1.16368, 3.53483], [-7.98273, 7.02006, -1.51469], [-6.58145, 6.11603, -1.44386], [-5.00179, 6.78811, -1.35572], [-4.04504, 5.29698, -1.30922], [-4.78223, 4.15113, -1.35526], [-4.22838, 2.52666, -1.34389], [-6.53132, 4.39895, -1.44580], [-2.34206, 5.46423, -1.21772], [-3.54983, -4.24496, 0.08077], [-2.04170, -4.08501, 0.23095], [-1.46051, -3.37420, -0.84660], [-1.65421, -1.69852, -0.89735], [-2.84624, -1.53849, -1.96482], [-2.79158, -1.84706, -3.35867], [-3.35362, -3.23231, -3.63716], [-0.39925, -1.43933, -1.88302], [0.93252, -1.54056, -1.35725], [1.53330, -2.91043, -1.64584], [-3.95956, -4.78580, 0.93610], [-3.78263, -4.79558, -0.83158], [-4.01540, -3.26105, 0.01776], [-1.55734, -5.06526, 0.24746], [-1.82003, -3.58290, 1.18127], [-1.76755, -1.77243, -3.72183], [-3.39319, -1.08349, -3.85211], [-2.74101, -3.98796, -3.14632], [-3.35641, -3.41708, -4.71336], [-4.37656, -3.30405, -3.26499], [0.92585, -1.33451, -0.28383], [1.51267, -0.75373, -1.83014], [0.92331, -3.69342, -1.19953], [2.54351, -2.96623, -1.23515], [1.58290, -3.07992, -2.72289]],
  "forces_ev_per_a": [[-1.439, 0.755, -1.107], [-0.051, -0.028, 0.123], [-0.067, 0.026, -0.042], [0.060, -0.042, -0.007], [0.024, -0.001, -0.023], [-0.266, 0.039, -0.254], [0.068, 0.090, 0.043], [0.008, 0.000, 0.001], [0.087, -0.215, -0.138], [0.058, 0.061, 0.302], [-0.078, -0.128, 0.064], [1.951, -0.700, 0.483], [0.335, -0.086, 0.696], [-0.155, 0.168, 0.025], [0.019, -0.040, -0.076], [-0.037, -0.012, 0.014], [0.015, -0.059, 0.022], [0.041, -0.018, -0.107], [0.046, 0.011, -0.063], [0.079, -0.005, -0.040], [-0.038, 0.024, 0.016], [0.003, -0.011, 0.044], [0.020, -0.137, 0.013], [-0.029, 0.000, 0.008], [-0.060, 0.042, 0.033], [0.006, -0.038, 0.005], [-0.003, 0.065, 0.028], [-0.380, 0.232, -0.021], [0.492, -0.290, 0.031], [-0.153, -0.426, -0.009], [-0.523, 0.087, -0.025], [-0.293, 0.409, -0.030], [-0.477, -0.630, -0.080], [0.270, 0.323, 0.005], [0.475, 0.455, 0.018], [0.240, 0.053, -0.066], [-0.194, -0.030, 0.163], [-0.046, 0.258, -0.055], [-0.058, -0.649, 0.030], [0.059, 0.175, 0.122], [-0.103, -0.137, -0.196], [0.059, 0.154, 0.119], [0.140, 0.130, -0.193], [0.135, -0.203, 0.013], [-0.167, 0.151, -0.002], [-0.026, 0.018, 0.003], [-0.038, 0.020, -0.007], [-0.106, -0.049, 0.027], [0.018, 0.041, 0.050], [0.023, -0.001, -0.036], [0.014, 0.057, 0.042], [0.034, 0.026, 0.022], [-0.027, -0.042, -0.018], [-0.017, -0.014, -0.007], [0.002, -0.039, -0.008], [-0.047, 0.038, 0.054], [0.003, 0.138, 0.014], [0.032, -0.034, -0.011], [0.040, 0.032, -0.019], [0.022, -0.016, 0.009]]
}

Entry 4:
{
  "formula": "C20H23ClO4",
  "method": "wB97M-V/def2-TZVPD",
  "energy_ha": -1536.9121,
  "multiplicity": 1,
  "orbital_gap_ev": 8.44,
  "e_homo_ev": -9.433,
  "smiles": "O=C1c2ccccc2C(=O)c2c(Cl)cccc21.CC(C)O.CC(C)O",
  "relative_energy_ev": 0.000,
  "e_lumo_ha": -0.0365,
  "symbols": ["O", "C", "C", "C", "C", "C", "C", "C", "C", "O", "C", "C", "Cl", "C", "C", "C", "C", "H", "H", "H", "H", "H", "H", "H", "C", "C", "C", "O", "H", "H", "H", "H", "H", "H", "H", "H", "C", "C", "C", "O", "H", "H", "H", "H", "H", "H", "H", "H"],
  "positions_angstrom": [[-1.72961, 0.17571, 0.02013], [-0.65837, 0.25612, -0.59711], [0.72892, 0.65009, 0.10706], [0.88464, 1.76858, 1.11098], [2.23119, 2.07370, 1.66901], [3.42305, 1.28837, 1.22838], [3.30775, 0.16004, 0.25669], [1.94249, -0.15020, -0.30382], [1.69112, -1.29107, -1.37380], [2.23113, -2.38622, -1.30800], [0.68591, -0.88555, -2.53153], [0.97646, -1.29383, -3.92913], [2.41998, -2.26832, -4.40234], [-0.00975, -0.82734, -4.97512], [-1.17884, -0.01030, -4.58998], [-1.49128, 0.37724, -3.16888], [-0.52814, -0.07541, -2.13782], [-0.04198, 2.33966, 1.40141], [2.30199, 2.92462, 2.40075], [4.45924, 1.51832, 1.60309], [4.18560, -0.44908, -0.07838], [0.17300, -1.08046, -6.05587], [-1.90110, 0.36871, -5.36896], [-2.38918, 1.00837, -2.90472], [3.10635, -5.05549, 2.16325], [2.35664, -3.97300, 2.92459], [0.93160, -4.40297, 3.23734], [2.33293, -2.77722, 2.14964], [2.61956, -5.26659, 1.20621], [4.12399, -4.72932, 1.93591], [3.15694, -5.98190, 2.74065], [2.88396, -3.74545, 3.85438], [0.37117, -4.59215, 2.31654], [0.40178, -3.61250, 3.77410], [0.91699, -5.30987, 3.84673], [1.87016, -2.96129, 1.32139], [-2.73249, 4.51386, -0.12926], [-4.22810, 4.24822, -0.19127], [-4.77109, 3.82103, 1.16351], [-4.48960, 3.22499, -1.15083], [-2.18577, 3.60949, 0.15716], [-2.35063, 4.80984, -1.10938], [-2.50637, 5.30722, 0.58721], [-4.74744, 5.14879, -0.52756], [-4.29574, 2.89391, 1.49865], [-5.84357, 3.62282, 1.10140], [-4.60124, 4.59246, 1.91842], [-4.03425, 2.42336, -0.86082]],
  "forces_ev_per_a": [[2.618, 0.591, -1.687], [-0.351, -0.022, 0.749], [2.145, 0.298, 0.497], [1.658, -2.001, -1.146], [-0.672, -1.867, -1.965], [-1.851, -0.901, -1.114], [-3.125, 1.476, 0.687], [-0.178, 1.679, 1.060], [0.109, 0.357, 0.270], [-0.840, 1.830, -0.150], [-0.368, 0.131, -0.745], [-2.862, 1.755, 0.512], [-1.731, 1.199, 0.507], [0.016, 0.543, 2.308], [0.912, -0.379, 1.819], [2.713, -1.758, -0.503], [0.594, -0.472, -1.899], [1.291, -0.657, -0.252], [0.150, -1.120, -0.909], [-1.417, -0.130, -0.299], [-0.987, 0.742, 0.481], [-0.238, 0.305, 1.386], [1.083, -0.645, 0.827], [1.220, -0.910, -0.383], [0.269, -0.060, 0.048], [-0.372, -0.286, -0.588], [-0.123, 0.070, 0.255], [0.133, 0.271, 0.205], [-0.095, -0.007, 0.093], [-0.055, -0.011, 0.079], [-0.005, 0.017, -0.055], [-0.008, 0.181, -0.115], [0.118, -0.085, -0.013], [0.082, -0.051, 0.018], [-0.037, 0.024, -0.046], [0.146, -0.016, 0.056], [0.147, 0.229, -0.172], [0.373, -0.531, 0.347], [-0.244, 0.069, 0.092], [-0.128, 0.088, -0.269], [-0.116, 0.002, 0.140], [-0.089, 0.057, 0.054], [0.055, -0.067, -0.015], [-0.034, -0.162, -0.157], [0.112, 0.087, -0.028], [0.058, 0.085, -0.019], [-0.004, -0.059, -0.006], [-0.075, 0.111, 0.047]]
}